1.
ORCA calculation (wB97M-V/def2-TZVPD) on C4H5NO2 in the gas phase at a distorted geometry.

Geometry as XYZ:
```
12
Properties=species:S:1:pos:R:3:forces:R:3
C -2.186747 0.549955 0.500854 0.23 0.31 0.00
N -1.488338 0.258396 -0.496280 -0.82 -0.38 -0.83
C -0.155155 0.292450 -0.735689 0.91 1.78 1.32
O 0.472847 1.324143 -0.999158 -1.34 -0.73 -0.65
C 0.620421 -0.929234 -0.382909 1.90 1.63 0.40
C 1.894364 -0.088547 0.279175 -0.39 -2.83 -0.40
O 2.143740 -0.100728 1.445280 -0.31 0.44 0.01
H -1.777325 0.964652 1.425088 0.11 -0.11 0.01
H -3.261690 0.428398 0.434399 -0.11 -0.02 0.04
H 0.102255 -1.598224 0.300139 0.25 -0.07 -0.11
H 1.050597 -1.377807 -1.276374 -0.23 -0.40 0.07
H 2.585031 0.276546 -0.494525 -0.19 0.37 0.13
```
Positions in Å, forces in eV/Å.

Summary:
Relative energy (zero: lowest compared OMol25 entry of this formula, charge and spin) (kJ/mol): 203.67
HOMO energy (eV): -9.77
Net charge: 0
Frontier orbital gap (eV): 10.28
Structure (SMILES): C=NC(=O)CC=O

2.
ORCA calculation (wB97M-V/def2-TZVPD) on C4H5NO2 in the gas phase.

Geometry as XYZ:
```
12
Properties=species:S:1:pos:R:3:forces:R:3
O 2.955277 0.040296 -0.273030 -0.55 -0.09 -0.17
C 1.803394 -0.104012 -0.595818 0.36 0.13 0.16
C 0.635141 0.175084 0.300832 0.16 -0.14 0.14
C -0.436713 1.158631 -0.099660 -0.13 0.16 -0.05
N -0.625247 -0.249034 -0.249435 -0.19 -0.14 -0.01
C -1.545426 -1.097368 0.348294 -0.34 0.12 0.07
O -2.702753 -0.831722 0.559801 0.56 -0.05 -0.10
H 1.490448 -0.490058 -1.593250 0.19 0.17 0.10
H 0.798215 0.095688 1.376234 0.08 -0.11 -0.22
H -0.325194 1.733518 -1.017569 -0.05 -0.15 0.15
H -0.946044 1.666435 0.718637 0.05 -0.12 -0.16
H -1.101098 -2.097458 0.524967 -0.13 0.20 0.08
```
Positions in Å, forces in eV/Å.

Summary:
Relative energy (zero: lowest compared OMol25 entry of this formula, charge and spin) (kJ/mol): 186.33
HOMO energy (eV): -10.28
Net charge: 0
Frontier orbital gap (eV): 10.72
Structure (SMILES): O=C[C@H]1CN1C=O

3.
ORCA calculation (wB97M-V/def2-TZVPD) on C4H5NO2 in the gas phase.

Geometry as XYZ:
```
12
Properties=species:S:1:pos:R:3:forces:R:3
O -0.340577 1.700361 -2.221078 0.29 -0.21 0.38
C 0.136263 1.272107 -1.201934 -0.16 0.10 -0.35
C -0.471449 0.137088 -0.406901 -0.03 -0.07 -0.14
C 0.469737 -1.056736 -0.126481 0.11 -0.02 -0.25
N 0.317305 -1.309430 1.311239 -0.16 0.37 0.16
C -0.302254 -0.307003 1.764867 0.12 -0.29 0.15
O -0.728762 0.657899 0.910803 -0.07 0.00 0.07
H 1.060490 1.698859 -0.756270 -0.09 -0.01 -0.06
H -1.421907 -0.162268 -0.861550 0.14 0.06 0.06
H 1.523419 -0.814904 -0.320390 -0.14 0.00 -0.03
H 0.220447 -1.941214 -0.716102 -0.03 0.14 0.09
H -0.539584 -0.115395 2.805389 0.03 -0.08 -0.08
```
Positions in Å, forces in eV/Å.

Summary:
Relative energy (zero: lowest compared OMol25 entry of this formula, charge and spin) (kJ/mol): 122.75
HOMO energy (eV): -10.12
Net charge: 0
Frontier orbital gap (eV): 10.86
Structure (SMILES): O=C[C@H]1CN=CO1

4.
ORCA calculation (wB97M-V/def2-TZVPD) on C4H5NO2 in the gas phase at a distorted geometry.

Geometry as XYZ:
```
12
Properties=species:S:1:pos:R:3:forces:R:3
O -1.880940 -0.202675 1.277529 -0.05 0.16 -0.60
C -1.690530 -0.227604 0.088013 -0.22 -0.17 0.34
C -0.446662 0.305928 -0.552591 0.67 -1.76 -0.33
C 0.522930 1.050382 0.330800 0.48 -0.68 -0.07
N 1.617886 0.071137 0.483233 0.49 0.08 0.55
C 1.350868 -1.054714 -0.034982 0.61 0.93 0.54
O 0.222487 -1.292333 -0.711194 -0.56 2.83 0.22
H -2.344026 -0.753311 -0.622883 -0.31 -0.03 0.15
H -0.510251 0.648693 -1.586181 -0.20 -0.27 0.17
H 0.937341 1.982147 -0.092962 -0.36 -0.50 -0.08
H 0.101601 1.292845 1.323689 0.07 -0.29 -0.48
H 2.119292 -1.820499 0.097528 -0.63 -0.31 -0.42
```
Positions in Å, forces in eV/Å.

Summary:
Relative energy (zero: lowest compared OMol25 entry of this formula, charge and spin) (kJ/mol): 209.90
HOMO energy (eV): -9.90
Net charge: 0
Frontier orbital gap (eV): 9.89
Structure (SMILES): O=C[C@H]1CN=CO1

5.
ORCA calculation (wB97M-V/def2-TZVPD) on a molecular structure, C4H5NO2S at a distorted geometry.

Geometry as XYZ:
```
13
Properties=species:S:1:pos:R:3:forces:R:3
C -0.554897 -1.246906 0.151741 1.44 2.28 -1.11
C -1.953246 -1.311237 0.013130 -1.45 -2.75 1.62
C -0.224537 0.111620 -0.123027 -1.29 -0.20 0.72
C 1.098178 0.762111 -0.221139 2.32 -0.62 -2.92
N -2.710937 -0.274913 -0.203536 1.02 1.09 0.10
O 1.051248 2.190454 -0.265781 -2.38 -2.47 -0.23
O 2.065929 0.270785 0.616295 -0.13 -0.25 1.64
S -1.698424 1.069210 -0.290323 0.87 -1.74 -0.29
H 0.177638 -2.100082 0.292281 -1.19 1.32 -0.19
H -2.487663 -2.257916 0.311890 0.47 0.90 -0.82
H 1.651052 -0.009666 -1.613520 -1.26 2.34 2.92
H 1.853576 2.682164 -0.215766 1.38 -0.33 0.04
H 1.732085 0.114378 1.547749 0.19 0.43 -1.48
```
Positions in Å, forces in eV/Å.

Summary:
Relative energy (zero: lowest compared OMol25 entry of this formula, charge and spin) (kJ/mol): 387.42
HOMO energy (eV): -9.26
Net charge: 0
Frontier orbital gap (eV): 9.14

6.
ORCA calculation (wB97M-V/def2-TZVPD) on C4H5NO2S in the gas phase at a distorted geometry.

Geometry as XYZ:
```
13
Properties=species:S:1:pos:R:3:forces:R:3
C -0.574367 -0.483611 1.607239 2.35 -1.86 -3.08
C -0.292869 0.426687 0.632989 -0.27 -1.70 1.46
C -0.910712 1.769481 0.318113 0.51 -0.46 -3.89
O -1.022292 2.195728 -0.859577 0.32 -1.23 4.40
N 0.630734 -0.214748 -0.214595 2.89 2.80 -4.00
O 1.638973 0.673983 -0.717930 2.10 -2.45 -0.79
C 0.332684 -1.122405 -1.138848 -2.66 -2.17 1.03
S 0.932512 -1.802333 -2.493769 0.82 0.94 0.31
H -1.283237 -0.481108 2.389528 -0.66 0.12 0.61
H 0.066165 -1.532586 1.170949 -2.29 2.87 2.83
H -1.252425 2.211128 1.240487 -0.56 0.97 0.14
H 2.273440 -0.037748 -1.245641 -2.14 2.55 1.57
H -0.538606 -1.602469 -0.688945 -0.39 -0.36 -0.59
```
Positions in Å, forces in eV/Å.

Summary:
Relative energy (zero: lowest compared OMol25 entry of this formula, charge and spin) (kJ/mol): 591.80
HOMO energy (eV): -8.97
Net charge: 0
Frontier orbital gap (eV): 8.18
Structure (SMILES): C=C(C=O)N(O)C=S

7.
ORCA calculation (wB97M-V/def2-TZVPD) on C4H5NO2S in the gas phase at a distorted geometry.

Geometry as XYZ:
```
13
Properties=species:S:1:pos:R:3:forces:R:3
C 0.805051 1.443822 0.059083 1.20 -2.98 0.64
C 0.772394 -0.187428 0.156953 -0.65 4.33 -2.22
C -0.696164 -0.427501 -0.124336 3.24 -1.73 -3.04
C -1.400126 0.815801 0.032770 -1.81 -1.01 -2.23
N -0.507555 1.827970 0.007686 -0.44 -0.41 0.32
O 1.772917 2.140269 0.084244 -0.29 0.43 -0.10
O -2.623605 0.913227 -0.122550 0.00 1.77 0.82
S -4.212698 -0.064021 -0.200953 1.08 -0.08 0.06
H 1.462716 -0.419319 -0.633531 0.31 -0.90 0.04
H 1.090770 -0.356252 1.120327 0.92 -0.91 2.04
H -0.672991 -0.927756 -1.171997 -0.96 1.49 1.25
H -1.038170 -1.194635 0.427789 -1.73 -2.43 2.24
H -0.721783 2.742717 0.222674 -0.86 2.42 0.16
```
Positions in Å, forces in eV/Å.

Summary:
Relative energy (zero: lowest compared OMol25 entry of this formula, charge and spin) (kJ/mol): 319.43
HOMO energy (eV): -8.11
Net charge: 0
Frontier orbital gap (eV): 7.84

8.
ORCA calculation (wB97M-V/def2-TZVPD) on 2 unconnected molecules or ions with the total composition C4H5NO2S at a distorted geometry.

Geometry as XYZ:
```
13
Properties=species:S:1:pos:R:3:forces:R:3
C -1.878385 -0.538167 0.324127 -1.63 0.48 0.31
C -0.858187 0.003950 1.105658 1.96 1.39 0.71
C -1.284739 -1.373077 -0.531399 0.28 -1.32 -1.66
C 0.373272 -0.413475 0.518675 -1.51 -0.23 0.72
N 1.864438 2.193804 -0.407999 3.32 -1.92 -2.51
O 2.627241 -0.920280 -0.638701 0.74 -1.31 -1.67
O 0.076338 -1.339828 -0.430572 -1.39 0.40 -0.19
S 2.147256 -0.107161 0.430966 -1.18 2.99 1.85
H -2.942980 -0.198409 0.370486 1.15 -0.91 0.05
H -1.146263 0.640664 1.978992 1.16 -0.39 -1.01
H -1.700687 -2.057295 -1.274624 0.40 0.35 0.30
H 1.001255 2.177932 -0.002521 -3.37 0.12 1.20
H 1.721438 1.931337 -1.443085 0.08 0.35 1.91
```
Positions in Å, forces in eV/Å.

Summary:
Relative energy (zero: lowest compared OMol25 entry of this formula, charge and spin) (kJ/mol): 523.17
HOMO energy (alpha / beta) (eV): -8.32 / -9.24
Net charge: 0
Frontier orbital gap (alpha / beta) (eV): 7.71 / 8.17

9.
ORCA calculation (wB97M-V/def2-TZVPD) on C4H5NO2S in the gas phase at a distorted geometry.

Geometry as XYZ:
```
13
Properties=species:S:1:pos:R:3:forces:R:3
O -2.721385 -0.115833 0.201400 0.89 -0.01 0.12
C -1.523882 0.035442 0.101932 -1.86 0.00 -0.11
N -0.909237 1.278260 0.110238 1.14 -0.56 0.37
O 0.343664 1.205881 -0.550150 0.18 -0.13 -0.71
C 0.908275 -0.013128 -0.134060 1.97 1.69 1.25
C 2.352566 -0.221635 -0.429936 0.35 -1.16 -0.52
C 1.992227 0.225527 0.954470 -0.95 -0.01 0.26
S -0.328199 -1.231144 -0.122832 -0.42 -0.94 0.04
H -1.403071 1.982973 -0.376925 -0.86 0.73 -0.37
H 2.843864 0.461231 -1.122375 -0.16 -0.18 0.15
H 2.660952 -1.310971 -0.521930 -0.33 1.59 0.00
H 2.126275 1.264622 1.326987 -0.11 -0.88 -0.70
H 2.034485 -0.524992 1.723443 0.18 -0.15 0.21
```
Positions in Å, forces in eV/Å.

Summary:
Relative energy (zero: lowest compared OMol25 entry of this formula, charge and spin) (kJ/mol): 335.01
HOMO energy (eV): -9.21
Net charge: 0
Frontier orbital gap (eV): 9.88
Structure (SMILES): O=C1NOC2(CC2)S1

10.
ORCA calculation (wB97M-V/def2-TZVPD) on C4H5NO3 in the gas phase at a distorted geometry.

Geometry as XYZ:
```
13
Properties=species:S:1:pos:R:3:forces:R:3
O -0.720089 -1.533195 2.439937 -1.14 0.77 -6.02
C -1.102646 -1.228880 1.215578 -1.78 -0.11 7.19
N -0.294012 -0.834009 0.218110 0.52 -3.91 -0.49
C 1.175409 -0.607413 0.421117 -4.32 0.39 -4.19
C -0.035308 0.466225 -0.046552 2.22 1.81 0.26
C 0.183309 0.869849 -1.589014 0.63 0.00 0.43
O 0.334499 -0.017916 -2.353517 -0.10 -0.87 -0.41
O 0.436894 2.154132 -2.037325 -4.47 1.55 5.28
H -2.301427 -1.071978 1.158942 2.77 -0.41 -0.73
H 1.431416 -0.687298 1.392107 1.02 0.25 3.07
H 1.654047 -1.224230 -0.367688 0.11 1.23 0.55
H -0.485264 1.005290 0.832424 1.05 1.01 -1.46
H -0.276826 2.709422 -1.284119 3.50 -1.71 -3.48
```
Positions in Å, forces in eV/Å.

Summary:
Relative energy (zero: lowest compared OMol25 entry of this formula, charge and spin) (kJ/mol): 445.96
HOMO energy (eV): -10.14
Net charge: 0
Frontier orbital gap (eV): 10.07
Structure (SMILES): O=CN1C[C@H]1C(=O)O

11.
ORCA calculation (wB97M-V/def2-TZVPD) on a molecular structure, C4H5NO3 at a distorted geometry.

Geometry as XYZ:
```
13
Properties=species:S:1:pos:R:3:forces:R:3
C 0.974897 -0.469415 -1.117128 -0.38 -0.70 -3.10
C 0.998489 1.134136 0.087411 -0.74 0.58 2.37
C 0.024437 -0.128087 -0.004516 -2.56 2.18 1.74
C -2.091765 -0.459200 0.709336 -3.11 1.81 -1.19
H 0.584551 -0.693770 -2.137994 -0.33 0.02 0.82
H 1.678255 -1.266585 -0.936524 0.47 -0.09 0.72
H 1.697234 0.813161 0.897832 -0.21 0.37 -0.30
H 0.729592 2.219015 0.276683 -0.15 -1.35 -0.42
H -3.124973 -0.231698 0.919817 -0.23 -0.18 -0.84
N -1.431721 -1.013191 1.554462 1.05 -2.34 3.91
O 1.523926 0.855722 -1.166642 0.45 -0.69 -0.60
O -1.410932 0.068851 -0.266563 1.34 1.91 -3.66
O -0.151991 -0.828939 1.183826 4.39 -1.51 0.55
```
Positions in Å, forces in eV/Å.

Summary:
Relative energy (zero: lowest compared OMol25 entry of this formula, charge and spin) (kJ/mol): 455.13
HOMO energy (eV): -9.23
Net charge: 0
Frontier orbital gap (eV): 10.15

12.
ORCA calculation (wB97M-V/def2-TZVPD) on C4H5NO3 in the gas phase at a distorted geometry.

Geometry as XYZ:
```
13
Properties=species:S:1:pos:R:3:forces:R:3
C -0.355942 -0.552296 -1.876447 -0.97 -0.87 1.62
N -1.166060 -0.348196 -0.923796 -1.73 0.60 -2.31
C -1.380516 0.040333 0.394928 0.52 1.62 -0.10
O -2.220058 0.871042 0.709444 1.02 -1.60 -0.67
C -0.253247 -0.386288 1.263061 0.60 0.04 -0.74
C 1.050247 0.268929 0.635426 1.60 0.44 3.18
O 2.153500 -0.086872 1.026253 -1.42 -0.25 -0.97
O 0.938824 1.441639 -0.023631 -0.42 -0.45 -0.10
H 0.686292 -0.859094 -1.721444 0.36 0.76 -0.17
H -0.769856 -0.645859 -2.890842 0.24 -0.15 0.21
H -0.438356 -0.086061 2.297636 0.59 0.05 -0.13
H -0.091274 -1.462682 1.175791 0.01 0.08 0.23
H 1.846446 1.805404 -0.066379 -0.39 -0.28 -0.04
```
Positions in Å, forces in eV/Å.

Summary:
Relative energy (zero: lowest compared OMol25 entry of this formula, charge and spin) (kJ/mol): 213.30
HOMO energy (eV): -9.50
Net charge: 0
Frontier orbital gap (eV): 9.10
Structure (SMILES): C=NC(=O)CC(=O)O